{"formula": "C2H5NO", "method": "ωB97M-V/def2-TZVPD", "total_charge": 0, "multiplicity": 1, "e_above_lowest_ev": 5.293, "lumo_ev": -1.2, "gap_ev": 8.9, "elements": ["C", "C", "H", "H", "H", "H", "H", "N", "O"], "xyz": [[-0.3782, -0.2058, -1.3447], [0.0689, -0.0945, 0.1101], [-0.0829, 0.7677, -1.9630], [-1.5184, -0.4042, -1.3659], [0.2295, -1.1009, -1.7602], [-1.0175, 2.0312, 0.3328], [-0.1569, 1.3483, 1.7714], [0.4043, 1.1478, 0.5679], [0.1965, -1.1094, 0.8021]], "mulliken_charge": [-0.67, 0.50, 0.27, 0.23, 0.27, 0.25, 0.33, -0.65, -0.54]}

{"formula": "C6H12N2", "method": "ωB97M-V/def2-TZVPD", "total_charge": 0, "multiplicity": 1, "e_above_lowest_ev": 1.243, "lumo_ev": 1.0, "smiles": "[H]/N=C(/NC)[C@H](C)C=C", "gap_ev": 9.6, "elements": ["H", "N", "C", "N", "C", "C", "C", "C", "C", "H", "H", "H", "H", "H", "H", "H", "H", "H", "H", "H"], "xyz": [[-1.4284, 1.0132, -1.4016], [-0.6736, 1.5605, -0.9735], [-0.0509, 0.8318, -0.0840], [0.9400, 1.4807, 0.6203], [2.2197, 0.9327, 0.9976], [-0.0912, -0.7019, -0.0449], [0.4455, -1.2980, -1.3367], [-1.6272, -0.9834, 0.2108], [-2.6225, -0.2802, 0.7651], [0.9862, 2.4496, 0.3149], [2.7922, 0.6410, 0.1108], [2.1019, 0.0700, 1.6579], [2.8022, 1.6866, 1.5356], [0.4553, -1.0978, 0.8162], [1.5326, -1.1742, -1.3911], [0.0270, -0.8126, -2.2250], [0.2163, -2.3679, -1.3990], [-1.8801, -2.0099, -0.0592], [-2.5329, 0.7744, 1.0082], [-3.6117, -0.7145, 0.8777]], "mulliken_charge": [0.32, -0.77, 0.20, -0.22, -0.80, 0.60, -1.19, -0.61, -0.79, 0.29, 0.28, 0.26, 0.33, 0.29, 0.32, 0.27, 0.39, 0.24, 0.30, 0.28]}

{"formula": "C28H31BrN3O2PdSb", "method": "ωB97M-V/def2-TZVPD", "total_charge": 0, "multiplicity": 1, "lumo_ev": 0.0, "gap_ev": 7.8, "elements": ["Pd", "O", "C", "C", "C", "N", "C", "Br", "C", "H", "H", "H", "H", "C", "C", "C", "C", "C", "C", "C", "Sb", "C", "C", "C", "C", "C", "C", "C", "C", "C", "C", "C", "C", "C", "C", "H", "H", "H", "H", "H", "H", "H", "H", "H", "H", "H", "H", "H", "H", "H", "H", "H", "H", "H", "H", "H", "C", "N", "C", "N", "O", "H", "H", "H", "H", "H", "H"], "xyz": [[-1.3808, -0.0377, 0.2419], [-3.6114, -4.5212, 2.1370], [-2.7201, -3.5017, 2.2358], [-1.8830, -3.3478, 3.3429], [-1.0150, -2.2755, 3.3545], [-0.9490, -1.3920, 2.3521], [-1.7473, -1.5695, 1.3306], [-2.0150, -1.2019, -1.8196], [-2.6607, -2.5991, 1.1872], [-3.5639, -5.0684, 2.9278], [-1.9110, -4.0464, 4.1701], [-0.3467, -2.1143, 4.1925], [-3.2865, -2.6976, 0.3142], [-0.5118, 2.2707, -4.3400], [-1.3192, 3.4634, -3.8845], [-1.8337, 4.3487, -4.8310], [-2.5883, 5.4484, -4.4526], [-2.8502, 5.6806, -3.1102], [-2.3474, 4.8077, -2.1559], [-1.5806, 3.7055, -2.5298], [-0.7507, 2.3929, -1.0553], [0.5105, 3.8335, -0.0893], [1.8567, 3.5879, -0.3906], [2.8725, 4.3952, 0.0953], [2.5501, 5.4683, 0.9141], [1.2245, 5.7204, 1.2192], [0.1875, 4.9255, 0.7248], [-1.2217, 5.3330, 1.0729], [-2.5801, 2.2285, 0.1169], [-3.7578, 2.1568, -0.6437], [-4.9620, 1.8023, -0.0689], [-5.0152, 1.4861, 1.2849], [-3.8657, 1.5479, 2.0442], [-2.6338, 1.9149, 1.4887], [-1.4643, 2.0972, 2.4352], [-0.4752, 2.2205, -5.4279], [-0.9360, 1.3337, -3.9709], [0.5178, 2.3207, -3.9774], [-1.6402, 4.1669, -5.8819], [-2.9761, 6.1206, -5.2077], [-3.4455, 6.5321, -2.8056], [-2.5734, 4.9840, -1.1119], [2.1243, 2.7322, -1.0031], [3.9044, 4.1849, -0.1575], [3.3280, 6.1080, 1.3122], [0.9742, 6.5634, 1.8547], [-1.3167, 5.5084, 2.1457], [-1.9545, 4.5828, 0.7901], [-1.4823, 6.2666, 0.5684], [-3.7287, 2.3670, -1.7055], [-5.8559, 1.7537, -0.6776], [-5.9512, 1.1919, 1.7428], [-3.9043, 1.3057, 3.1008], [-1.4037, 1.2700, 3.1422], [-1.5959, 3.0199, 3.0055], [-0.5018, 2.1589, 1.9270], [4.2851, -0.8469, 0.0079], [3.2313, 0.0369, 0.4524], [1.8993, -0.1575, 0.2120], [1.5867, -1.1429, -0.6720], [1.0518, 0.5359, 0.7706], [5.2228, -0.5161, 0.4477], [4.4100, -0.8171, -1.0779], [4.1130, -1.8823, 0.3125], [3.4097, 0.7092, 1.1777], [2.2921, -1.5699, -1.2432], [0.6236, -1.2128, -0.9795]], "mulliken_charge": [-0.19, -0.52, 0.84, -0.50, -0.81, -0.32, 0.71, -0.62, -0.39, 0.29, 0.34, 0.39, 0.50, -1.41, 0.63, -0.80, -0.66, -1.04, 0.16, 0.17, 1.29, 0.86, -1.06, -0.82, -0.61, -0.61, 1.21, -1.43, -0.46, -1.10, -0.82, -0.72, -0.84, 1.99, -1.23, 0.43, 0.29, 0.25, 0.36, 0.39, 0.46, 0.35, 0.38, 0.44, 0.39, 0.43, 0.49, -0.29, 0.45, 0.47, 0.42, 0.39, 0.47, 0.45, 0.39, -0.01, -1.09, -0.16, 0.51, -0.21, -0.38, 0.34, 0.30, 0.33, 0.29, 0.20, 0.02]}

{"formula": "C5H12N2O", "method": "ωB97M-V/def2-TZVPD", "total_charge": 0, "multiplicity": 1, "e_above_lowest_ev": 7.980, "lumo_ev": -2.5, "gap_ev": 5.4, "elements": ["N", "C", "C", "C", "N", "C", "C", "O", "H", "H", "H", "H", "H", "H", "H", "H", "H", "H", "H", "H"], "xyz": [[1.4342, 2.0179, 0.1964], [1.5156, 0.6842, 0.4096], [2.5167, -0.3402, -0.0599], [0.1594, -0.0244, 0.6381], [-0.6625, 0.3135, -0.5472], [-2.1026, 0.0986, -0.4758], [-2.4469, -1.3848, -0.5370], [0.2521, -1.2673, 0.9530], [2.2862, 2.5370, 0.4373], [1.7903, 1.2974, 1.4134], [-0.3001, 0.5519, 1.5008], [1.9211, -0.9904, -0.7147], [2.9409, -0.8902, 0.7731], [3.3215, 0.1534, -0.6131], [-0.4368, 1.2341, -0.8984], [-2.5767, 0.7287, -1.2242], [-2.4683, 0.5065, 0.4809], [-1.8383, -1.7457, -1.3828], [-1.8004, -1.8879, 0.1812], [-3.5054, -1.5926, -0.5305]], "mulliken_charge": [-0.56, 0.64, -1.16, 0.15, -0.38, -0.49, -1.15, -0.76, 0.28, 0.22, 0.25, 0.35, 0.26, 0.40, 0.27, 0.42, 0.29, 0.30, 0.28, 0.38]}

{"formula": "CH6OSi", "method": "ωB97M-V/def2-TZVPD", "total_charge": 0, "multiplicity": 1, "e_above_lowest_ev": 3.293, "lumo_ev": -0.4, "gap_ev": 9.0, "elements": ["C", "O", "Si", "H", "H", "H", "H", "H", "H"], "xyz": [[0.9003, 0.5209, -0.4307], [-2.0957, -0.0401, -0.3229], [-0.0269, -0.6109, 0.8600], [0.1239, 0.6494, -1.2938], [1.0509, 1.4288, 0.1237], [1.8073, 0.2666, -0.8672], [-1.7853, 0.0244, -1.2492], [0.3659, -0.1636, 2.1780], [-0.3404, -2.0755, 1.0020]], "mulliken_charge": [-0.87, -0.76, 0.68, 0.17, 0.26, 0.38, 0.26, -0.07, -0.06]}

{"formula": "H18O9", "method": "ωB97M-V/def2-TZVPD", "total_charge": 0, "multiplicity": 1, "e_above_lowest_ev": 10.778, "lumo_ev": -0.5, "gap_ev": 8.4, "elements": ["O", "H", "H", "O", "H", "H", "O", "H", "H", "O", "H", "H", "O", "H", "H", "O", "H", "H", "O", "H", "H", "O", "H", "H", "O", "H", "H"], "xyz": [[-3.1493, -7.6506, 12.9847], [-3.0291, -6.8512, 13.4973], [-3.0530, -7.3690, 12.0749], [-2.2456, -6.8904, 9.8025], [-2.3532, -7.8278, 9.6415], [-1.7272, -6.8428, 10.6058], [-0.9513, -8.0435, 14.0316], [-1.1134, -7.5184, 14.8154], [-0.0874, -7.7633, 13.7294], [-0.7867, -6.6581, 11.7233], [0.1668, -6.6310, 11.8026], [-1.0100, -7.5830, 11.8285], [0.9777, -7.7121, 12.9176], [1.0869, -6.7852, 12.7054], [1.2504, -8.1736, 12.1246], [-1.1804, -8.6549, 11.4756], [-1.2942, -9.0419, 10.6076], [-0.4318, -9.1198, 11.8494], [-0.5757, -5.3695, 9.4673], [-1.0285, -6.0323, 9.9886], [-0.7082, -4.5532, 9.9493], [-2.1131, -5.5479, 13.4250], [-1.5138, -5.3658, 14.1489], [-1.5456, -5.8385, 12.7111], [1.1830, -5.8117, 12.1086], [2.0697, -5.4581, 12.1795], [0.6147, -5.0419, 12.1371]], "mulliken_charge": [-0.65, 0.44, 0.37, -0.66, 0.32, 0.51, -0.64, 0.22, 0.39, -0.54, 0.39, 0.39, -0.92, 0.53, 0.30, -0.53, 0.29, 0.41, -0.73, -0.09, 0.27, -0.85, 0.29, 0.35, -0.50, 0.36, 0.28]}

{"formula": "C2H5NO2S", "method": "ωB97M-V/def2-TZVPD", "total_charge": 0, "multiplicity": 1, "e_above_lowest_ev": 3.689, "lumo_ev": 0.8, "gap_ev": 10.6, "elements": ["C", "C", "N", "O", "O", "S", "H", "H", "H", "H", "H"], "xyz": [[-1.0669, 0.1626, 0.0055], [-0.1353, -0.8547, 0.5616], [0.9140, 1.3979, -0.2024], [2.1040, -0.9351, -0.6440], [-0.4282, 1.4382, 0.1591], [1.5518, -0.1564, 0.4788], [-1.4370, 0.1367, -0.9778], [-2.0855, 0.2356, 0.5383], [-0.3958, -1.0304, 1.5278], [-0.0713, -1.6513, -0.2497], [1.0502, 1.2570, -1.1971]], "mulliken_charge": [-0.49, -0.42, -0.24, -0.59, -0.30, 0.49, 0.32, 0.25, 0.42, 0.29, 0.29]}

{"formula": "C45H38GeI2N4O4W", "method": "ωB97M-V/def2-TZVPD", "total_charge": 1, "multiplicity": 4, "s_squared": 3.77, "e_above_lowest_ev": 0.000, "lumo_ev": [-2.7, -5.0], "gap_ev": [7.2, 5.4], "elements": ["W", "C", "O", "C", "C", "C", "C", "C", "C", "N", "N", "C", "O", "C", "C", "C", "C", "C", "C", "C", "O", "H", "H", "H", "H", "H", "H", "H", "H", "H", "H", "H", "H", "I", "C", "C", "C", "I", "C", "O", "C", "C", "N", "C", "C", "C", "C", "C", "C", "N", "C", "H", "H", "H", "H", "H", "H", "H", "H", "H", "H", "H", "C", "Ge", "C", "C", "C", "C", "C", "C", "C", "C", "C", "C", "C", "C", "C", "C", "C", "C", "H", "H", "H", "H", "H", "H", "H", "H", "H", "H", "H", "H", "H", "H", "H"], "xyz": [[0.3307, 0.8996, 0.7156], [-0.9089, 3.3724, -2.8458], [-0.1564, 2.4999, -3.6840], [1.1066, 2.1863, -3.3014], [2.0855, 2.2079, -4.2755], [3.4102, 1.8800, -3.9944], [3.7583, 1.5373, -2.7079], [2.7763, 1.4823, -1.7132], [3.1787, 1.1263, -0.3681], [2.4033, 0.9811, 0.6285], [3.0791, 0.7151, 1.8409], [2.2313, 0.7511, 2.8157], [0.9608, 0.9646, 2.6139], [2.6768, 0.4849, 4.2043], [3.9323, -0.0531, 4.4663], [4.3061, -0.3113, 5.7775], [3.4333, -0.0244, 6.8219], [2.1844, 0.5200, 6.5586], [1.8052, 0.7696, 5.2474], [1.4473, 1.7812, -2.0040], [0.5050, 1.6550, -1.0707], [-1.4798, 2.8008, -2.1187], [-1.5874, 3.9240, -3.4918], [-0.2522, 4.0743, -2.3261], [1.7814, 2.4946, -5.2753], [4.1553, 1.9105, -4.7783], [4.7844, 1.2915, -2.4552], [4.2341, 0.9857, -0.1517], [4.6011, -0.2719, 3.6437], [5.2797, -0.7380, 5.9858], [3.7280, -0.2295, 7.8435], [1.5044, 0.7438, 7.3715], [0.8287, 1.1796, 5.0256], [-5.4851, -3.6006, 3.9310], [-3.9451, -2.4347, 3.1738], [-2.6255, -2.7726, 3.4513], [-1.5860, -2.0426, 2.8957], [0.3327, -2.5839, 3.4498], [-1.8781, -0.9950, 2.0331], [-0.9936, -0.3462, 1.3057], [-3.2015, -0.5761, 1.8456], [-3.5132, 0.7107, 1.0902], [-2.4590, 1.7027, 1.3127], [-2.5604, 2.9944, 0.7053], [-1.2267, 3.7100, 0.8175], [-1.2162, 5.0958, 0.6099], [-0.0444, 5.7943, 0.7173], [1.0927, 5.0989, 1.0763], [1.0006, 3.7373, 1.2711], [-0.1274, 3.0536, 1.1319], [-4.2337, -1.3170, 2.4077], [-2.4010, -3.6069, 4.1025], [-4.4871, 1.0742, 1.4372], [-3.6015, 0.5276, 0.0150], [-2.3207, 1.8098, 2.3123], [-3.3321, 3.6446, 1.1400], [-2.8162, 2.8826, -0.3518], [-2.1514, 5.5893, 0.3733], [-0.0132, 6.8656, 0.5487], [2.0473, 5.5882, 1.2145], [1.8592, 3.1874, 1.6159], [-5.2629, -1.0108, 2.2530], [2.4457, -1.7495, -1.2188], [0.6063, -1.3901, -0.7231], [-0.1703, -3.0565, -0.1412], [-1.5551, -3.2403, -0.2063], [-2.1317, -4.4483, 0.1645], [-1.3283, -5.4893, 0.6136], [0.0504, -5.3221, 0.6893], [0.6201, -4.1096, 0.3259], [-0.6364, -0.9569, -2.2296], [-1.6638, -0.0654, -2.0863], [-2.5908, 0.2014, -3.1201], [-2.4648, -0.4286, -4.3167], [-1.4510, -1.4014, -4.5083], [-1.3720, -2.1183, -5.7325], [-0.4661, -3.1188, -5.9026], [0.4136, -3.4548, -4.8455], [0.3804, -2.7630, -3.6724], [-0.5429, -1.6976, -3.4586], [2.5184, -2.8256, -1.3640], [3.1475, -1.4539, -0.4386], [2.6872, -1.2244, -2.1424], [-2.1937, -2.4429, -0.5679], [-3.2069, -4.5766, 0.1012], [-1.7753, -6.4321, 0.9047], [0.6784, -6.1325, 1.0414], [1.6959, -3.9906, 0.4126], [-1.8090, 0.4638, -1.1567], [-3.3859, 0.9226, -2.9620], [-3.1441, -0.2111, -5.1336], [-2.0626, -1.8592, -6.5290], [-0.4253, -3.6674, -6.8357], [1.1103, -4.2762, -4.9673], [1.0480, -3.0562, -2.8795]], "mulliken_spin": [1.80, 0.00, 0.00, -0.02, 0.03, -0.01, 0.02, 0.02, 0.10, 0.15, -0.01, 0.06, -0.03, 0.01, 0.00, 0.00, 0.00, 0.00, 0.01, 0.04, -0.10, -0.01, 0.00, 0.00, 0.00, 0.00, 0.00, -0.02, 0.00, 0.00, 0.00, 0.00, 0.00, 0.00, 0.04, -0.02, 0.04, 0.00, -0.03, 0.17, 0.05, -0.01, 0.06, 0.00, 0.03, 0.00, 0.01, 0.01, 0.01, 0.04, -0.03, 0.00, 0.00, 0.01, 0.00, 0.00, 0.00, 0.00, 0.00, 0.00, -0.01, 0.00, 0.09, 0.28, 0.01, 0.01, -0.01, 0.03, -0.01, 0.01, 0.05, -0.05, 0.01, 0.00, 0.01, 0.00, 0.00, 0.00, 0.01, 0.04, 0.02, 0.00, 0.00, 0.00, 0.00, 0.00, 0.00, 0.00, 0.06, 0.00, 0.00, 0.00, 0.00, 0.00, 0.00]}

Listing calculated total energy for the structures above in their given order: -5687.9362; -9395.6064; -118164.8664; -10400.4444; -11056.7031; -18711.3579; -18571.8798; -135969.5161 eV.